Here is a cluster of 15 separate species, C40H106Cl10N2O34P8 in total from OMol25. Energies are from ωB97M-V/def2-TZVPD.

Atoms and positions in Å:
C -12.30575 -23.81006 -15.11995
C -11.78863 -22.51998 -14.52938
O -11.27534 -21.61182 -15.21968
N -12.02732 -22.39368 -13.18780
C -11.65679 -21.25849 -12.38429
H -13.30488 -24.01923 -14.71863
H -11.70726 -24.65088 -14.76017
H -12.34340 -23.82905 -16.20141
H -12.59829 -23.06083 -12.70546
H -12.47784 -20.90208 -11.77400
H -11.26460 -20.47751 -13.02794
H -10.82443 -21.53971 -11.73144
C -8.34858 -23.33238 -16.61914
C -7.61489 -22.66709 -15.48608
O -6.41446 -22.84410 -15.29076
N -8.37050 -21.85855 -14.71494
C -7.82476 -21.18376 -13.56577
H -7.71903 -23.23410 -17.50916
H -9.33941 -22.91214 -16.78398
H -8.36835 -24.41028 -16.45420
H -9.37418 -21.82740 -14.86552
H -8.25331 -21.58214 -12.64146
H -8.06716 -20.11789 -13.62195
H -6.74712 -21.26185 -13.53598
C -8.60935 -25.60561 -27.74953
O -9.15950 -25.19740 -26.49919
P -8.62311 -25.91904 -25.18963
O -9.05257 -27.30818 -25.08607
O -7.05837 -25.72022 -25.23424
C -6.50858 -24.36404 -25.36160
O -9.07943 -24.95284 -24.05909
C -9.12304 -25.41129 -22.70216
H -9.37562 -25.39300 -28.50314
H -8.48894 -26.68977 -27.82046
H -7.70302 -25.06601 -28.00745
H -6.29823 -24.20390 -26.41311
H -5.57253 -24.37697 -24.80934
H -7.17388 -23.64437 -24.88612
H -10.14443 -25.39931 -22.31965
H -8.67023 -24.64806 -22.05542
H -8.55873 -26.32802 -22.57680
C -16.12283 -14.72327 -14.86188
O -15.65625 -15.99792 -15.35501
P -14.78764 -16.97615 -14.49088
O -15.45193 -17.64702 -13.38382
O -13.54985 -16.09206 -14.04574
C -12.63596 -15.66552 -15.05248
O -14.25951 -17.92431 -15.63579
C -13.92956 -19.29614 -15.34826
H -16.04603 -14.03392 -15.70063
H -15.46429 -14.36350 -14.07347
H -17.15666 -14.83157 -14.56035
H -13.06094 -15.70490 -16.05212
H -11.76336 -16.32702 -15.03145
H -12.24442 -14.66353 -14.88278
H -14.26824 -19.63517 -14.36549
H -12.84200 -19.41128 -15.33956
H -14.37460 -19.94529 -16.09627
C -11.67580 -20.95307 -18.59402
O -11.35297 -22.31804 -18.93336
P -11.98782 -22.90740 -20.25657
O -13.43514 -23.12102 -20.17358
O -11.18242 -24.23354 -20.53017
C -11.28926 -25.29721 -19.59305
O -11.51881 -21.94894 -21.39874
C -10.12709 -21.53855 -21.52794
H -12.29265 -20.90030 -17.69634
H -12.32180 -20.46251 -19.33022
H -10.73640 -20.41935 -18.48338
H -12.04704 -25.19908 -18.82544
H -10.29080 -25.48346 -19.18277
H -11.46591 -26.21503 -20.16560
H -9.65509 -22.11426 -22.32603
H -9.57841 -21.81265 -20.61957
H -10.10816 -20.47724 -21.71725
C -15.04788 -25.79494 -20.56657
O -15.48837 -26.82618 -19.63854
P -14.66743 -28.16982 -19.57444
O -13.30770 -28.07710 -19.05442
O -15.59672 -29.13446 -18.76751
C -15.70121 -28.96074 -17.34417
O -14.76370 -28.69771 -21.04885
C -14.63630 -30.08196 -21.27574
H -15.40810 -25.88633 -21.59265
H -13.95942 -25.70554 -20.58508
H -15.39837 -24.83066 -20.20892
H -16.61834 -28.42388 -17.13470
H -14.84366 -28.38804 -16.98465
H -15.66709 -29.94790 -16.90373
H -13.68797 -30.27628 -21.77546
H -15.44433 -30.41972 -21.91661
H -14.66826 -30.65685 -20.35089
C -14.29624 -20.85418 -22.68757
O -13.84156 -20.20492 -23.91788
P -13.92272 -18.62146 -23.91577
O -13.72587 -18.00419 -25.21686
O -15.31652 -18.31257 -23.24571
C -16.45967 -18.30145 -24.09897
O -12.99052 -18.09423 -22.76750
C -11.56058 -18.23208 -22.92091
H -13.86943 -20.47010 -21.76323
H -14.05629 -21.90540 -22.80424
H -15.37672 -20.71226 -22.62945
H -16.74136 -19.31617 -24.37738
H -16.26895 -17.70022 -24.98454
H -17.23809 -17.84066 -23.49959
H -11.12065 -17.30848 -23.29804
H -11.30480 -19.09248 -23.52090
H -11.12072 -18.36038 -21.92465
C -5.60097 -26.27151 -21.60331
O -6.17591 -25.06479 -21.08242
P -5.65646 -24.40474 -19.74954
O -6.25187 -23.11901 -19.44376
O -5.86329 -25.51704 -18.62888
C -7.11729 -26.19705 -18.55862
O -4.10020 -24.45126 -19.96595
C -3.18076 -23.80267 -19.04181
H -6.38850 -26.96930 -21.87791
H -4.84125 -26.73314 -20.98055
H -5.11553 -25.98624 -22.54635
H -6.92359 -27.26620 -18.62398
H -7.79565 -25.94298 -19.37982
H -7.60678 -25.91929 -17.63056
H -3.72680 -23.30887 -18.23557
H -2.53982 -23.11726 -19.58077
H -2.57856 -24.58226 -18.56895
C -8.86151 -15.66305 -17.68628
O -8.11480 -16.80491 -18.14067
P -8.86837 -18.11708 -18.57250
O -9.97180 -17.90429 -19.49385
O -7.66473 -18.92442 -19.11838
C -7.67880 -20.37060 -19.12803
O -9.22608 -18.90050 -17.26228
C -10.37665 -18.50982 -16.53677
H -8.47923 -14.78190 -18.19390
H -8.73442 -15.51863 -16.60662
H -9.93026 -15.76966 -17.85620
H -6.74503 -20.76596 -18.71761
H -7.73942 -20.75442 -20.14476
H -8.46242 -20.78416 -18.49181
H -11.29413 -18.92805 -16.97162
H -10.47855 -17.42451 -16.50280
H -10.31789 -18.93836 -15.54056
C -9.02553 -21.82304 -27.65844
O -9.50253 -20.66266 -27.00699
P -9.56275 -20.74655 -25.43162
O -8.53631 -21.56943 -24.78424
O -9.52350 -19.23586 -24.98477
C -9.53598 -18.18118 -25.97318
O -11.03341 -21.14623 -25.05575
C -11.41993 -22.53129 -24.91401
H -8.64454 -22.60734 -27.00461
H -8.19225 -21.49781 -28.28011
H -9.83918 -22.20163 -28.26862
H -10.29624 -18.35163 -26.73825
H -8.58037 -18.10886 -26.49889
H -9.75979 -17.23611 -25.48884
H -11.89969 -22.64960 -23.94593
H -10.60799 -23.24316 -25.05389
H -12.18940 -22.75955 -25.66094
Cl -14.70908 -18.76612 -19.36790
C -13.86563 -17.22402 -19.73070
C -13.46464 -16.64463 -18.42411
Cl -12.58625 -15.10522 -18.66399
H -14.53407 -16.62308 -20.32740
H -12.97237 -17.51431 -20.26953
H -12.80284 -17.30269 -17.87359
H -14.33041 -16.43706 -17.79950
Cl -10.20238 -26.85740 -15.58338
C -10.67594 -27.95059 -16.91277
C -11.34064 -29.16325 -16.32657
Cl -10.22789 -30.17282 -15.36238
H -9.78978 -28.24283 -17.47231
H -11.35462 -27.44716 -17.59915
H -11.80334 -29.84732 -17.03956
H -12.17667 -28.86879 -15.68818
Cl -9.27892 -28.38439 -20.50274
C -10.60710 -29.41594 -21.10182
C -10.87703 -30.53009 -20.16617
Cl -9.55005 -31.72774 -20.17537
H -10.30070 -29.80556 -22.07118
H -11.45512 -28.76543 -21.29403
H -11.79167 -31.07992 -20.37113
H -10.95629 -30.18184 -19.13876
Cl -12.95466 -25.06632 -23.21149
C -12.85481 -26.85058 -23.23862
C -12.67085 -27.31178 -24.68288
Cl -12.28850 -29.06385 -24.68026
H -13.80347 -27.20653 -22.85934
H -11.99098 -27.16469 -22.66343
H -11.75698 -26.85748 -25.06982
H -13.49544 -27.10043 -25.34973
Cl -15.43554 -21.66600 -17.56378
C -15.77219 -23.39987 -17.59834
C -17.04855 -23.74330 -18.31212
Cl -18.47442 -23.14288 -17.37953
H -15.67783 -23.85785 -16.61631
H -14.93131 -23.83801 -18.15386
H -17.17515 -24.81752 -18.39920
H -17.11711 -23.24868 -19.27362

Calculated values
net charge = 0
HOMO-LUMO gap = 9.148 eV
multiplicity = 1
maximum force = 1.87 eV Å⁻¹